1.
Here is a cluster of 2 separate species, C3H7N2 in total in a non-equilibrium geometry from OMol25. Energies are from ωB97M-V/def2-TZVPD.

The geometry in XYZ format:
```
12
Properties=species:S:1:pos:R:3:lowdin_charge:R:1
C -1.361 0.020 -0.069 -0.442
C -1.274 -1.223 -0.749 -0.037
C 2.646 0.279 0.072 0.524
N -0.109 -0.310 -0.263 0.131
N -2.158 0.978 0.375 0.216
H -1.590 -1.995 -0.111 0.083
H -1.447 -1.286 -1.841 0.117
H 2.689 1.401 -0.236 0.133
H 2.856 -0.022 0.975 0.000
H 2.316 -0.440 -0.648 0.035
H -3.101 0.829 0.451 0.092
H -1.626 1.608 0.998 0.148
```

As for the HOMO-LUMO gap (spin up / spin down): 5.667 / 5.666 eV. The LUMO energy (spin up / spin down) is -7.9 / -7.9 eV. For the energy above the lowest of the compared OMol25 structures with the same formula, charge and spin, the calculation gives 531.60 kJ/mol. As for the charge: +1. The total energy comes out at -227.5519 Eh. For the maximum force, the calculation gives 6.9 eV/A.


2.
Here is the ion C3H7N2 with charge +1 in a non-equilibrium geometry from OMol25. Energies are from ωB97M-V/def2-TZVPD.

The geometry in XYZ format:
```
12
Properties=species:S:1:pos:R:3:lowdin_charge:R:1
C 2.434 0.068 -0.262 0.174
C 1.275 0.017 0.039 -0.107
C -0.124 0.056 0.518 -0.243
N -0.984 -1.253 -0.012 0.046
N -0.867 1.081 -0.353 0.179
H 3.461 -0.167 -0.481 0.067
H -0.150 0.419 1.573 0.164
H -1.292 -1.747 0.907 0.124
H -0.348 -1.954 -0.416 0.083
H -1.490 1.643 0.273 0.186
H -1.634 0.396 -0.703 0.175
H -0.282 1.441 -1.084 0.152
```

As for the HOMO-LUMO gap: 11.317 eV. The structure (SMILES) is C#C[C@H](N)[NH3+]. The LUMO energy is -3.7 eV. For the energy above the lowest of the compared OMol25 structures with the same formula, charge and spin, the calculation gives 265.43 kJ/mol. As for the charge: +1. The total energy comes out at -227.6533 Eh. For the maximum force, the calculation gives 4.5 eV/A.


3.
Here is a structure of composition C3H7N2 in a non-equilibrium geometry from OMol25. Energies are from ωB97M-V/def2-TZVPD.

The geometry in XYZ format:
```
12
Properties=species:S:1:pos:R:3:lowdin_charge:R:1
C 0.238 -0.800 0.638 0.070
C 1.623 0.500 0.156 0.084
C -0.910 -0.517 -0.036 -0.275
N -2.092 -1.082 0.266 0.066
N 1.480 1.465 -0.638 0.167
H 0.271 -1.365 1.458 0.027
H 2.427 0.481 0.887 0.116
H -1.063 0.256 -0.860 0.137
H -1.981 -1.860 0.995 0.158
H -2.880 -0.969 -0.431 0.150
H 0.771 1.462 -1.373 0.140
H 1.993 2.337 -0.716 0.160
```

As for the HOMO-LUMO gap (spin up / spin down): 8.204 / 8.205 eV. The LUMO energy (spin up / spin down) is -4.8 / -4.8 eV. For the energy above the lowest of the compared OMol25 structures with the same formula, charge and spin, the calculation gives 274.53 kJ/mol. As for the charge: +1. The total energy comes out at -227.6498 Eh. For the maximum force, the calculation gives 8.8 eV/A.


4.
Here is a structure of composition C3H7N2O in a non-equilibrium geometry from OMol25. Energies are from ωB97M-V/def2-TZVPD.

The geometry in XYZ format:
```
13
Properties=species:S:1:pos:R:3:lowdin_charge:R:1
C -1.050 1.118 0.096 -0.175
C -0.411 0.429 -1.016 -0.151
C 1.880 -0.098 -0.211 -0.083
N -0.446 1.238 1.189 0.167
N 0.694 -0.371 -0.643 0.098
O 2.902 -0.195 0.199 0.409
H 0.008 -3.099 1.103 0.086
H -2.025 1.532 0.083 0.125
H -0.923 -0.135 -1.863 0.176
H 0.119 1.237 -1.563 0.159
H -0.565 -2.521 0.920 0.047
H -0.518 1.998 1.713 0.024
H 0.334 -1.131 -0.007 0.118
```

As for the HOMO-LUMO gap: 9.029 eV. The LUMO energy is -5.4 eV. For the energy above the lowest of the compared OMol25 structures with the same formula, charge and spin, the calculation gives 481.33 kJ/mol. As for the charge: +1. The total energy comes out at -302.8567 Eh. For the maximum force, the calculation gives 6.6 eV/A.


5.
Here is a cluster of 2 separate species, C3H7N2O in total in a non-equilibrium geometry from OMol25. Energies are from ωB97M-V/def2-TZVPD.

The geometry in XYZ format:
```
13
Properties=species:S:1:pos:R:3:lowdin_charge:R:1
C 1.842 0.683 -0.081 -0.044
C 0.503 0.820 0.374 -0.258
C -0.402 0.972 -0.786 0.085
N -2.537 0.006 0.142 0.003
N 2.689 -0.273 0.078 0.200
O -0.194 1.976 -0.067 0.126
H 2.145 1.354 -0.850 0.156
H 0.266 0.443 1.403 0.180
H -2.389 -0.892 -0.405 0.068
H -3.343 -0.073 0.729 0.021
H -2.857 0.685 -0.613 0.059
H 2.556 -1.100 0.724 0.179
H 3.770 -0.285 -0.174 0.225
```

As for the HOMO-LUMO gap: 8.529 eV. The LUMO energy is -5.4 eV. For the energy above the lowest of the compared OMol25 structures with the same formula, charge and spin, the calculation gives 510.60 kJ/mol. As for the charge: +1. The total energy comes out at -302.8455 Eh. For the maximum force, the calculation gives 4.7 eV/A.


6.
Here is a cluster of 2 separate species, C3H7N2O in total in a non-equilibrium geometry from OMol25. Energies are from ωB97M-V/def2-TZVPD.

The geometry in XYZ format:
```
13
Properties=species:S:1:pos:R:3:lowdin_charge:R:1
C -3.309 0.396 -0.210 -0.058
C -0.812 0.488 0.102 -0.230
C 3.091 -0.688 0.631 0.103
N -1.916 0.327 -0.111 0.119
N 2.509 -0.312 -0.385 0.150
O 0.375 0.751 0.241 0.047
H -3.665 1.002 0.656 0.116
H -3.745 0.572 -1.210 0.103
H 4.027 -1.266 0.571 0.132
H 2.693 -0.448 1.599 0.120
H -3.749 -0.658 -0.114 0.117
H 1.616 0.315 -0.392 0.082
H 2.886 -0.479 -1.378 0.199
```

As for the HOMO-LUMO gap: 10.210 eV. The LUMO energy is -4.4 eV. For the energy above the lowest of the compared OMol25 structures with the same formula, charge and spin, the calculation gives 186.08 kJ/mol. As for the charge: +1. The total energy comes out at -302.9691 Eh. For the maximum force, the calculation gives 5.3 eV/A.


7.
Here is a cluster of 2 separate species, C3H7N2O in total in a non-equilibrium geometry from OMol25. Energies are from ωB97M-V/def2-TZVPD.

The geometry in XYZ format:
```
13
Properties=species:S:1:pos:R:3:lowdin_charge:R:1
C -1.691 -0.501 -0.670 -0.282
C 0.784 -0.070 1.187 -0.063
C 0.543 0.212 -0.209 -0.059
N -1.594 -1.243 -1.732 0.200
N 0.184 1.168 0.769 0.100
O -2.334 0.062 0.101 0.212
H 0.156 -0.833 1.475 0.104
H 1.772 -0.007 1.476 0.115
H 1.313 0.448 -0.809 0.071
H -0.819 -1.898 -1.858 0.149
H -2.399 -1.363 -2.378 0.168
H -0.770 1.177 0.950 0.112
H 0.702 1.975 0.971 0.171
```

As for the HOMO-LUMO gap: 9.602 eV. The LUMO energy is -3.9 eV. For the energy above the lowest of the compared OMol25 structures with the same formula, charge and spin, the calculation gives 417.79 kJ/mol. As for the charge: +1. The total energy comes out at -302.8809 Eh. For the maximum force, the calculation gives 4.7 eV/A.


8.
Here is the ion C3H7N2O with charge +1 in a non-equilibrium geometry from OMol25. Energies are from ωB97M-V/def2-TZVPD.

The geometry in XYZ format:
```
13
Properties=species:S:1:pos:R:3:mulliken_spin:R:1
C 2.748 -0.695 -0.077 0.850
C 1.018 1.062 -0.317 0.083
C -2.206 -0.386 0.197 0.007
N 1.618 -0.287 -0.135 -0.048
N -0.918 -0.342 -0.289 0.792
O -0.295 0.914 0.009 0.096
H 3.221 -1.678 -0.001 0.056
H 1.677 1.714 0.394 -0.002
H 1.112 1.371 -1.407 0.001
H -2.303 -0.874 1.189 0.073
H -2.599 -1.107 -0.485 0.024
H -2.623 0.593 0.320 0.008
H 0.701 -0.880 -0.003 0.061
```

As for the HOMO-LUMO gap (spin up / spin down): 9.144 / 8.993 eV. The LUMO energy (spin up / spin down) is -4.7 / -6.7 eV. For the energy above the lowest of the compared OMol25 structures with the same formula, charge and spin, the calculation gives 195.02 kJ/mol. Its spin multiplicity is 3. As for the charge: +1. The total energy comes out at -302.7527 Eh. For the maximum force, the calculation gives 4.2 eV/A.


9.
Here is the ion C3H7N2O2 with charge -1 in a non-equilibrium geometry from OMol25. Energies are from ωB97M-V/def2-TZVPD.

The geometry in XYZ format:
```
14
Properties=species:S:1:pos:R:3:lowdin_charge:R:1
C -0.120 0.294 0.815 -0.312
C -1.258 0.031 -0.116 -0.253
C 1.564 -0.831 -0.313 -0.103
N 1.182 0.427 0.323 -0.264
N -2.485 0.330 0.287 -0.224
O -3.539 -0.023 -0.383 -0.330
O 1.115 1.446 -0.670 -0.057
H -0.334 1.276 1.432 0.140
H -0.197 -0.445 1.601 0.096
H 0.209 1.661 -0.726 0.035
H -1.133 -0.621 -0.883 0.040
H 0.859 -1.089 -1.072 0.049
H 2.556 -0.720 -0.727 0.064
H 1.580 -1.734 0.433 0.119
```

As for the HOMO-LUMO gap: 6.370 eV. The structure (SMILES) is CN(O)C/C=N/[O-]. The LUMO energy is 3.9 eV. For the energy above the lowest of the compared OMol25 structures with the same formula, charge and spin, the calculation gives 560.05 kJ/mol. As for the charge: -1. The total energy comes out at -378.3648 Eh. For the maximum force, the calculation gives 4.9 eV/A.


Q: charge of number 1 (C3H7N2)?
A: +1